{
  "formula": "C15H36N6O15",
  "method": "wB97M-V/def2-TZVPD",
  "e_homo_ev": -9.20,
  "charge": 0,
  "orbital_gap_ev": 9.205,
  "smiles": "C[N+](=O)[O-].C[N+](=O)[O-].C[N+](=O)[O-].C[N+](=O)[O-].C[N+](=O)[O-].C[N+](=O)[O-].CC(C)=O.CC(C)=O.CC(C)=O",
  "fmax_ev_per_a": 3.975,
  "elements": ["O", "O", "O", "O", "O", "O", "O", "O", "O", "O", "O", "O", "O", "O", "O", "N", "N", "N", "N", "N", "N", "C", "C", "C", "C", "C", "C", "C", "C", "C", "C", "C", "C", "C", "C", "C", "H", "H", "H", "H", "H", "H", "H", "H", "H", "H", "H", "H", "H", "H", "H", "H", "H", "H", "H", "H", "H", "H", "H", "H", "H", "H", "H", "H", "H", "H", "H", "H", "H", "H", "H", "H"],
  "xyz": [[9.69, 9.89, 7.01], [13.43, 15.33, 9.79], [12.05, 18.87, 16.12], [14.62, 11.17, 4.57], [12.66, 17.89, 14.27], [13.76, 12.32, 6.25], [11.51, 12.87, 10.62], [13.27, 10.58, 12.20], [11.37, 9.47, 5.75], [8.19, 8.91, 11.62], [8.53, 12.84, 15.52], [6.46, 12.51, 8.64], [14.01, 10.24, 10.21], [11.54, 12.51, 8.50], [7.55, 12.44, 10.50], [10.52, 10.21, 6.13], [6.85, 11.92, 9.64], [12.08, 18.78, 14.92], [14.35, 11.35, 5.74], [13.84, 10.92, 11.20], [11.09, 13.07, 9.49], [10.13, 9.77, 10.59], [7.98, 12.57, 14.49], [9.38, 8.84, 11.46], [10.02, 14.11, 9.33], [15.48, 15.14, 8.59], [14.48, 12.24, 11.19], [14.61, 10.21, 6.77], [13.96, 15.27, 8.71], [10.28, 11.62, 5.61], [8.10, 13.57, 13.38], [10.18, 7.76, 12.20], [6.47, 10.48, 9.82], [7.28, 11.22, 14.18], [13.26, 15.58, 7.48], [11.25, 19.79, 14.22], [11.72, 20.76, 14.23], [14.25, 10.64, 7.72], [6.77, 10.08, 8.83], [14.09, 12.79, 12.01], [6.98, 10.10, 10.71], [9.62, 7.13, 12.87], [10.42, 10.67, 11.19], [14.12, 12.69, 10.22], [7.31, 10.53, 15.02], [7.09, 13.67, 12.89], [9.51, 10.05, 9.76], [5.43, 10.41, 10.01], [12.30, 15.08, 7.41], [10.61, 7.15, 11.39], [6.16, 11.35, 14.01], [16.02, 15.07, 9.57], [15.76, 14.27, 8.01], [10.39, 19.82, 14.88], [9.52, 14.08, 8.32], [15.76, 10.13, 6.80], [13.92, 15.42, 6.62], [10.90, 8.28, 12.81], [15.55, 12.09, 11.32], [8.60, 13.07, 12.53], [14.15, 9.33, 6.33], [10.52, 15.09, 9.51], [7.73, 10.73, 13.33], [9.20, 11.80, 5.41], [9.25, 13.90, 10.17], [11.08, 9.34, 10.29], [8.61, 14.48, 13.63], [10.91, 11.66, 4.70], [10.70, 12.34, 6.37], [13.12, 16.66, 7.46], [15.93, 15.98, 8.01], [10.96, 19.48, 13.27]]
}



{
  "formula": "C15H28LiN6O5P",
  "method": "wB97M-V/def2-TZVPD",
  "e_homo_ev": -13.06,
  "charge": 2,
  "orbital_gap_ev": 7.703,
  "de_lowest_kj_mol": 89.49,
  "fmax_ev_per_a": 1.269,
  "elements": ["P", "O", "O", "O", "O", "O", "N", "N", "N", "N", "N", "N", "C", "C", "C", "C", "C", "C", "C", "C", "C", "C", "C", "C", "C", "C", "C", "Li", "H", "H", "H", "H", "H", "H", "H", "H", "H", "H", "H", "H", "H", "H", "H", "H", "H", "H", "H", "H", "H", "H", "H", "H", "H", "H", "H", "H"],
  "xyz": [[-1.18, 0.09, 2.35], [-1.32, 1.53, 2.71], [2.16, -0.29, -0.71], [-0.47, -1.62, -1.00], [-0.11, -3.04, -2.73], [0.05, -0.39, 1.67], [-3.49, 1.06, 1.46], [4.43, 0.15, -0.56], [0.22, -0.59, 4.41], [5.30, 1.06, -1.11], [0.43, -3.67, -0.68], [0.72, -3.49, 0.68], [5.24, 3.03, -2.61], [4.83, -0.96, 0.21], [-0.58, -2.08, -3.67], [6.57, 1.36, -0.49], [5.54, -3.13, 1.78], [4.60, 1.89, -1.91], [3.29, 1.49, -1.92], [-1.14, -0.94, 3.94], [4.10, -1.25, 1.36], [4.46, -2.35, 2.13], [-2.78, -0.24, 1.41], [3.16, 0.39, -1.04], [-0.06, -2.68, -1.46], [5.91, -1.76, -0.16], [6.26, -2.83, 0.63], [0.56, -0.46, -0.06], [-3.66, 1.46, 0.53], [1.71, -3.23, 0.77], [0.54, -1.13, 5.23], [3.90, -2.57, 3.03], [0.25, 0.42, 4.63], [2.48, 1.93, -2.47], [-1.55, -1.69, -3.37], [3.27, -0.62, 1.62], [-2.78, 1.67, 1.99], [6.73, 0.67, 0.34], [-0.65, -2.62, -4.61], [7.38, 1.26, -1.20], [-4.38, 1.03, 1.97], [-1.19, -2.00, 3.69], [-1.90, -0.70, 4.68], [0.76, -4.52, -1.11], [0.83, -0.73, 3.59], [-2.52, -0.53, 0.40], [0.13, -1.26, -3.76], [-3.38, -1.04, 1.86], [6.13, 2.70, -3.16], [5.56, 3.79, -1.91], [6.56, 2.38, -0.10], [5.82, -3.97, 2.39], [4.55, 3.48, -3.31], [6.46, -1.54, -1.07], [0.15, -2.71, 1.00], [7.11, -3.45, 0.35]]
}



{
  "formula": "C22H30N6O3",
  "method": "wB97M-V/def2-TZVPD",
  "e_homo_ev": -8.01,
  "charge": 0,
  "orbital_gap_ev": 8.333,
  "smiles": "CCc1nn(CC(=O)NCCN2CCN(C)CC2)c(=O)c2cc3c(OC)cccc3n12",
  "de_lowest_kj_mol": 117.81,
  "fmax_ev_per_a": 0.868,
  "elements": ["O", "O", "O", "N", "N", "N", "N", "N", "N", "C", "C", "C", "C", "C", "C", "C", "C", "C", "C", "C", "C", "C", "C", "C", "C", "C", "C", "C", "C", "C", "C", "H", "H", "H", "H", "H", "H", "H", "H", "H", "H", "H", "H", "H", "H", "H", "H", "H", "H", "H", "H", "H", "H", "H", "H", "H", "H", "H", "H", "H", "H"],
  "xyz": [[-3.53, 2.50, -3.78], [-1.45, 3.25, -0.52], [2.51, 1.94, 3.47], [2.28, -1.41, -1.09], [-2.81, 1.44, -0.41], [-3.11, 0.22, 0.07], [0.53, 0.22, -2.66], [-1.28, 0.26, 1.50], [-2.17, 0.87, -3.01], [1.80, -0.28, 4.19], [-1.72, 2.18, -0.02], [1.08, -1.02, -3.18], [1.47, 0.80, -1.73], [-1.93, -2.78, 0.66], [-2.40, -0.35, 0.96], [1.73, -0.17, -0.58], [-1.30, 0.81, -4.17], [-0.20, -1.26, 3.22], [-0.94, 1.54, 1.02], [0.19, 1.98, 1.66], [-3.68, 1.94, -1.45], [-3.11, 1.82, -2.87], [0.58, 0.96, 2.56], [2.62, -2.32, -0.02], [-2.81, -1.74, 1.35], [3.61, 1.91, 4.34], [0.13, 1.13, -3.72], [1.34, -1.99, -2.03], [0.87, -1.32, 4.07], [1.67, 0.87, 3.44], [-0.35, -0.10, 2.44], [0.38, -2.24, -1.54], [3.36, -1.85, 0.62], [1.77, -2.92, -2.43], [-2.22, -3.78, 0.98], [2.62, -0.40, 4.88], [-1.78, 0.41, -2.20], [0.81, 1.10, -4.58], [0.13, 2.15, -3.32], [4.12, 2.86, 4.20], [0.68, 2.92, 1.50], [-2.78, -1.85, 2.44], [-2.06, -2.71, -0.42], [-1.36, -0.20, -4.60], [-3.84, -1.87, 1.03], [0.37, -1.47, -3.88], [-4.62, 1.38, -1.40], [2.43, 0.27, 0.13], [3.05, -3.22, -0.45], [-0.88, -2.63, 0.90], [1.75, -2.60, 0.59], [2.44, 1.04, -2.21], [0.77, -0.36, -0.06], [-1.66, 1.53, -4.90], [2.03, -0.84, -3.71], [4.29, 1.09, 4.10], [-3.88, 3.01, -1.27], [1.05, 1.73, -1.33], [-0.88, -2.09, 3.17], [1.01, -2.20, 4.68], [3.29, 1.82, 5.38]]
}



{
  "formula": "C22H22BCoN9O5",
  "method": "wB97M-V/def2-TZVPD",
  "e_homo_ev": [-14.16, -14.16],
  "charge": 2,
  "orbital_gap_ev": [7.492, 4.636],
  "de_lowest_kj_mol": 37.17,
  "multiplicity": 6,
  "fmax_ev_per_a": 0.770,
  "elements": ["Co", "O", "O", "O", "O", "O", "N", "N", "N", "N", "N", "N", "N", "N", "N", "C", "C", "C", "C", "C", "C", "C", "C", "C", "C", "C", "C", "C", "C", "C", "C", "C", "C", "C", "C", "C", "C", "B", "H", "H", "H", "H", "H", "H", "H", "H", "H", "H", "H", "H", "H", "H", "H", "H", "H", "H", "H", "H", "H", "H"],
  "xyz": [[-0.17, 0.34, -0.19], [-0.11, 1.58, -1.82], [2.11, 6.63, -4.53], [3.89, 5.93, -3.51], [2.06, 1.09, -0.19], [-1.48, 1.77, 0.54], [0.68, -1.17, -1.15], [-1.43, -2.10, 0.60], [0.81, -2.34, -0.49], [0.66, -1.51, 1.87], [0.42, -0.19, 1.62], [2.72, 5.86, -3.84], [-1.71, -0.91, 0.02], [0.11, -3.97, 1.30], [0.63, -4.34, 2.50], [-3.04, -0.84, -0.12], [1.07, 0.52, 2.56], [-0.33, -5.06, 0.61], [1.58, -3.17, -1.19], [-0.09, -6.16, 1.38], [-2.57, -2.76, 0.85], [2.58, 2.02, -0.77], [1.38, -1.29, -2.30], [-3.63, -1.99, 0.40], [0.57, 2.54, -2.26], [1.96, -2.54, -2.37], [-2.33, 1.54, 2.75], [2.59, 3.92, -2.31], [1.71, -0.33, 3.43], [1.43, -1.62, 2.96], [-2.31, 2.11, 1.38], [0.51, -5.64, 2.56], [1.96, 4.70, -3.30], [-3.34, 3.12, 1.02], [0.00, 3.37, -3.29], [0.69, 4.45, -3.80], [1.91, 2.85, -1.78], [0.06, -2.54, 0.87], [-0.99, 3.11, -3.64], [3.59, 4.18, -2.01], [-3.49, 0.02, -0.58], [-0.78, -4.97, -0.36], [0.85, -6.17, 3.43], [1.40, -0.47, -3.00], [1.03, 1.59, 2.55], [1.79, -4.16, -0.82], [-4.68, -2.23, 0.42], [2.29, -0.08, 4.31], [-3.27, 0.99, 2.86], [3.64, 2.27, -0.58], [-0.30, -7.19, 1.14], [-1.50, 0.87, 2.94], [1.68, -2.59, 3.33], [-2.54, -3.72, 1.32], [-4.31, 2.87, 1.46], [0.28, 5.09, -4.56], [-3.42, 3.25, -0.05], [-2.37, 2.34, 3.49], [-3.05, 4.08, 1.47], [2.57, -2.94, -3.15]]
}



{
  "formula": "C24H69NO20",
  "method": "wB97M-V/def2-TZVPD",
  "e_homo_ev": -8.66,
  "charge": 0,
  "orbital_gap_ev": 8.638,
  "smiles": "COCCNCCOC.OCCO.OCCO.OCCO.OCCO.OCCO.OCCO.OCCO.OCCO.OCCO",
  "de_lowest_kj_mol": 589.57,
  "fmax_ev_per_a": 3.414,
  "elements": ["O", "O", "O", "O", "O", "O", "O", "O", "O", "O", "O", "O", "O", "O", "O", "O", "O", "O", "O", "O", "N", "C", "C", "C", "C", "C", "C", "C", "C", "C", "C", "C", "C", "C", "C", "C", "C", "C", "C", "C", "C", "C", "C", "C", "C", "H", "H", "H", "H", "H", "H", "H", "H", "H", "H", "H", "H", "H", "H", "H", "H", "H", "H", "H", "H", "H", "H", "H", "H", "H", "H", "H", "H", "H", "H", "H", "H", "H", "H", "H", "H", "H", "H", "H", "H", "H", "H", "H", "H", "H", "H", "H", "H", "H", "H", "H", "H", "H", "H", "H", "H", "H", "H", "H", "H", "H", "H", "H", "H", "H", "H", "H", "H", "H"],
  "xyz": [[-0.62, 9.96, 22.73], [-2.79, -6.54, 16.75], [7.40, 4.80, 24.01], [9.35, 3.08, 18.17], [6.02, 2.38, 23.26], [-11.17, 1.20, 25.70], [-2.15, 2.90, 21.10], [-3.80, 5.08, 29.01], [11.66, 3.92, 16.47], [-9.46, 2.22, 23.80], [-3.10, 2.19, 13.29], [5.04, -1.65, 16.74], [-4.54, 4.31, 16.00], [0.45, 1.74, 19.65], [-5.41, 4.23, 27.03], [4.05, 7.63, 15.43], [-0.01, 9.14, 25.58], [5.39, -4.90, 14.86], [4.01, 6.00, 18.51], [-5.77, -4.59, 20.67], [-4.74, -4.38, 17.29], [4.56, -2.95, 16.36], [10.28, 2.32, 17.42], [-6.85, -5.17, 21.40], [-10.77, 2.73, 23.93], [5.72, -3.69, 15.62], [-2.37, -5.24, 17.07], [-0.12, 1.46, 20.92], [-4.93, 4.37, 29.38], [-1.11, 10.54, 23.92], [-1.70, -7.53, 16.98], [3.98, 6.56, 16.30], [6.16, 2.73, 24.59], [-0.84, 2.61, 21.58], [0.04, 10.36, 24.93], [-4.07, 2.82, 14.06], [-6.13, -4.09, 19.40], [-3.38, -4.25, 16.59], [-11.37, 2.54, 25.39], [6.26, 4.19, 24.79], [-4.83, -3.72, 18.60], [4.11, 7.11, 17.67], [11.65, 2.92, 17.47], [-5.28, 3.47, 28.19], [-3.51, 3.68, 15.27], [-10.83, 3.18, 26.09], [-4.68, 3.67, 30.18], [-4.89, 2.11, 14.10], [5.27, 2.31, 25.06], [-4.89, -5.37, 17.34], [-9.50, 1.28, 23.98], [-1.20, 11.60, 23.71], [6.80, 1.85, 23.03], [-0.31, 3.56, 21.49], [3.81, -2.76, 15.60], [-2.04, -8.56, 16.84], [-0.10, 11.14, 25.68], [0.11, 8.53, 24.85], [-1.13, -7.43, 16.06], [5.03, 7.67, 17.84], [4.22, 6.27, 19.41], [-0.98, 2.42, 22.64], [6.10, -5.21, 14.30], [-0.82, 0.66, 20.68], [-4.91, -2.64, 18.53], [-6.84, -4.68, 18.83], [3.06, 5.99, 16.14], [-2.84, 2.56, 21.68], [-6.88, -6.18, 21.00], [6.95, 2.18, 25.09], [10.10, 1.27, 17.64], [-2.34, 2.77, 13.18], [6.20, -3.05, 14.88], [8.47, 2.69, 18.18], [3.35, 7.80, 18.03], [5.40, 4.62, 24.27], [-5.72, 5.04, 29.70], [-5.86, 3.75, 26.33], [-3.96, -3.89, 19.22], [0.97, 2.55, 19.69], [-4.56, 2.68, 27.98], [-1.33, -5.18, 16.73], [12.38, 2.15, 17.20], [-4.07, 4.46, 16.82], [4.83, 5.91, 16.10], [-2.69, 4.35, 15.01], [-3.07, 2.86, 15.85], [-6.71, -3.18, 19.58], [-6.56, -5.20, 22.45], [11.17, 3.63, 15.70], [-3.03, -3.22, 16.52], [-2.16, 10.40, 24.16], [9.93, 2.16, 16.40], [-2.27, -5.22, 18.16], [-1.13, 9.18, 22.52], [6.28, 4.56, 25.81], [-12.40, 2.91, 25.42], [7.64, 4.17, 23.32], [-3.68, -4.31, 15.55], [-6.30, 3.12, 28.37], [4.24, -1.23, 17.06], [-11.22, 2.12, 23.15], [3.43, 8.26, 15.82], [6.60, -3.87, 16.23], [0.98, 10.56, 24.41], [-4.17, 5.46, 28.21], [11.89, 3.44, 18.40], [-7.74, -4.55, 21.35], [-4.61, 3.61, 13.54], [-10.82, 3.71, 23.45], [-11.88, 0.70, 25.28], [-1.27, -7.33, 17.96], [0.67, 0.98, 21.50], [4.01, -3.38, 17.20]]
}



{
  "formula": "C32H25ClN5O2OsPS3",
  "method": "wB97M-V/def2-TZVPD",
  "e_homo_ev": [-11.98, -13.98],
  "charge": 2,
  "orbital_gap_ev": [6.166, 5.626],
  "de_lowest_kj_mol": 0.00,
  "multiplicity": 5,
  "fmax_ev_per_a": 0.905,
  "elements": ["Os", "Cl", "S", "S", "S", "P", "O", "O", "N", "N", "N", "N", "N", "C", "C", "C", "C", "C", "C", "C", "C", "C", "C", "C", "C", "C", "C", "C", "C", "C", "C", "C", "C", "C", "C", "C", "C", "C", "C", "C", "C", "C", "C", "C", "C", "H", "H", "H", "H", "H", "H", "H", "H", "H", "H", "H", "H", "H", "H", "H", "H", "H", "H", "H", "H", "H", "H", "H", "H", "H"],
  "xyz": [[-0.11, 0.39, -0.89], [0.26, 0.45, -3.25], [-1.62, 3.42, -0.95], [-3.67, 0.06, -2.32], [1.35, 2.07, -0.24], [1.60, -1.24, -0.85], [-1.38, 3.61, 0.44], [-0.66, 3.84, -1.92], [-0.09, 1.25, 1.96], [-0.55, 0.41, 1.07], [-1.88, 1.72, -1.23], [1.32, 3.01, 2.25], [-1.45, -1.23, -0.73], [-3.28, -3.28, -0.21], [-3.23, 3.87, -1.44], [3.31, -0.90, -0.35], [0.27, -4.84, 1.67], [6.01, -0.48, 0.15], [1.24, -0.98, -3.63], [-5.80, 4.09, -2.37], [0.79, 2.12, 1.44], [1.02, -2.57, 1.47], [-1.79, -2.11, -1.68], [-3.89, 2.75, -1.91], [-2.70, -3.13, -1.48], [-1.53, -0.50, 1.50], [-2.93, -2.41, 0.79], [2.24, -2.35, -5.29], [1.43, -1.27, -4.96], [0.62, -3.63, 2.26], [0.73, -3.91, -0.51], [2.85, -3.10, -4.28], [1.09, -2.70, 0.08], [-3.04, 1.55, -1.77], [1.80, -1.72, -2.60], [3.97, 0.16, -0.95], [4.01, -1.78, 0.48], [5.36, -1.55, 0.73], [2.64, -2.78, -2.95], [-5.19, 2.84, -2.38], [5.32, 0.37, -0.70], [-5.12, 5.21, -1.89], [-3.82, 5.12, -1.41], [-1.99, -1.38, 0.54], [0.32, -4.97, 0.29], [-5.62, 6.17, -1.88], [-2.94, -3.80, -2.28], [3.45, 0.82, -1.64], [-6.81, 4.19, -2.73], [2.41, -2.60, -6.33], [-0.04, -5.67, 2.28], [3.14, -3.34, -2.18], [3.52, -2.63, 0.94], [0.97, 3.09, 3.20], [-5.73, 1.98, -2.75], [0.77, -4.03, -1.58], [1.92, 3.74, 1.90], [5.83, 1.20, -1.17], [-3.99, -4.07, -0.02], [-3.34, -2.50, 1.79], [5.89, -2.23, 1.38], [1.31, -1.63, 1.94], [3.50, -3.92, -4.54], [0.59, -3.52, 3.34], [0.98, -0.67, -5.73], [7.06, -0.31, 0.35], [-1.29, -1.99, -2.64], [-1.84, -0.50, 2.53], [-3.29, 5.98, -1.03], [0.05, -5.92, -0.17]]
}



{
  "formula": "C19H33Cl2InN2O4S",
  "method": "wB97M-V/def2-TZVPD",
  "e_homo_ev": [-7.99, -4.99],
  "charge": 0,
  "orbital_gap_ev": [7.864, 4.631],
  "de_lowest_kj_mol": 308.65,
  "fmax_ev_per_a": 5.032,
  "elements": ["In", "Cl", "Cl", "S", "O", "O", "O", "O", "N", "N", "C", "C", "C", "C", "C", "C", "C", "C", "C", "C", "C", "C", "C", "C", "C", "C", "C", "C", "C", "H", "H", "H", "H", "H", "H", "H", "H", "H", "H", "H", "H", "H", "H", "H", "H", "H", "H", "H", "H", "H", "H", "H", "H", "H", "H", "H", "H", "H", "H", "H", "H", "H"],
  "xyz": [[-1.50, -1.16, -0.63], [-3.45, -0.19, -1.80], [-0.43, -3.04, 0.55], [-3.01, -0.99, 1.52], [-1.04, 1.52, -0.06], [-0.87, -1.95, -2.42], [0.83, -0.01, 1.23], [-3.97, -2.11, 1.46], [-1.99, 3.61, -0.25], [2.51, 0.01, 2.80], [-2.01, 2.29, -0.27], [1.94, -1.21, -3.41], [3.70, -0.62, 3.36], [-3.91, 0.40, 2.15], [-1.65, -2.88, -4.42], [-2.14, -4.04, -3.74], [1.87, -0.49, 1.73], [-3.07, 4.40, -0.83], [3.00, 1.49, -1.92], [-2.14, -2.70, -5.72], [-3.31, -4.86, -5.74], [1.57, 0.94, -2.11], [-0.88, -1.79, -3.69], [-0.80, 4.36, 0.16], [-2.94, -4.98, -4.43], [-2.93, -3.69, -6.39], [1.14, -0.08, -2.92], [2.04, 1.21, 3.49], [-1.88, -1.27, 2.97], [3.60, 1.10, -1.08], [-4.37, 0.86, 1.26], [4.53, 0.09, 3.36], [-0.45, -0.92, -4.19], [-0.42, 4.94, -0.71], [2.33, -1.40, 1.33], [-3.25, 1.10, 2.67], [-3.26, -3.55, -7.38], [-1.93, -4.22, -2.69], [-3.93, -5.63, -6.26], [2.98, 2.58, -1.78], [1.86, -2.14, -2.81], [-0.02, 3.68, 0.53], [-1.77, -2.37, 3.05], [-2.68, 5.04, -1.63], [-1.93, -1.81, -6.29], [0.89, 1.47, -1.39], [-1.07, 5.08, 0.95], [3.93, -1.47, 2.73], [2.84, 1.98, 3.52], [-2.38, -0.82, 3.85], [-3.28, -5.86, -3.90], [1.14, 1.62, 2.97], [1.78, 0.98, 4.55], [-4.68, 0.00, 2.82], [3.54, 1.28, -2.86], [-3.01, 1.88, -0.50], [3.01, -0.96, -3.45], [-0.92, -0.78, 2.73], [3.51, -0.95, 4.38], [-3.55, 5.03, -0.07], [-3.81, 3.71, -1.23], [1.54, -1.38, -4.43]]
}